(1)
Molecular formula: C9H7N3O
Method: DFT, ωB97M-V with the def2-TZVPD basis set

Atoms and positions in Å:
C (-2.50371, -0.99085, -0.57600)
C (-2.26525, 0.32994, -0.53626)
C (-1.51657, -1.90604, -0.12825)
C (-1.19741, 0.99975, 0.17407)
C (0.03451, 0.03362, 0.24853)
C (-0.35555, -1.37982, 0.38270)
C (2.64627, 0.81678, -0.15718)
C (-1.68763, 2.18518, 0.75587)
C (1.49430, -0.18192, 0.02121)
N (0.76787, -2.13903, 0.49555)
N (1.83406, -1.40724, 0.36675)
N (3.76497, 0.06383, -0.28696)
O (2.60705, 2.05063, -0.09231)
H (-3.36884, -1.26021, -1.21052)
H (-3.16478, 0.96505, -0.64892)
H (-1.71662, -3.03873, -0.06674)
H (-2.62147, 2.64026, 0.60201)
H (-1.00782, 2.71099, 1.42005)
H (3.54173, -0.90305, -0.29045)
H (4.71488, 0.41085, -0.47316)

Atomic forces in eV per Å
0.5 -1.8 -1.7
-1.2 1.6 1.3
-2.7 -2.0 0.6
0.1 -0.9 -0.5
-2.9 -0.4 0.1
1.3 2.2 -1.3
0.8 1.1 0.3
4.4 -1.1 0.5
0.3 2.4 1.9
-1.4 -1.7 0.8
1.0 1.1 -1.1
0.7 1.2 -0.5
-0.7 -2.0 -0.2
0.4 -0.4 1.0
0.7 -0.3 -0.5
0.5 2.0 -0.3
-1.1 -0.1 -0.5
-0.2 0.1 0.0
0.6 -1.0 0.0
-1.2 -0.1 0.3

The value obtained for the max |F| is 4.56 eV/A. As for the total energy: -586.4764 Eh. The multiplicity is 3. As for the highest occupied orbital energy (alpha / beta): -0.277 / -0.343 Ha. As for the orbital gap (alpha / beta): 8.0 / 6.2 eV. Its expectation value of S² is 2.1061.


(2)
Molecular formula: C3H7FN2O
Method: DFT, ωB97M-V with the def2-TZVPD basis set

Atoms and positions in Å:
H (0.79098, -2.00047, 1.68101)
N (0.93918, -1.01294, 1.37064)
C (0.46679, -0.88352, 0.15438)
N (-0.28319, -1.82997, -0.57522)
C (0.74065, 0.41223, -0.52517)
F (0.27441, 0.32108, -1.82569)
C (-0.07503, 1.48271, 0.14597)
O (-1.40234, 1.00246, 0.28838)
H (-0.77757, -2.47689, -0.06961)
H (-0.88879, -1.39211, -1.23730)
H (1.78974, 0.69426, -0.47230)
H (-0.00660, 2.31219, -0.54753)
H (0.40292, 1.61181, 1.13760)
H (-1.97115, 1.75916, 0.47485)

Atomic forces in eV per Å
-0.1 1.1 0.0
-0.6 -1.0 -2.3
0.3 -2.0 2.3
2.0 2.6 -0.7
-1.0 0.1 0.1
0.5 0.2 -0.7
0.4 -0.6 0.6
-0.1 0.5 -0.1
-1.0 -1.8 1.8
-0.1 0.2 -0.6
0.1 -0.2 -0.3
-0.1 0.7 0.3
-0.3 0.5 -0.5
0.1 -0.2 0.0

The SMILES is [H]/N=C(\N)[C@@H](F)CO. The value obtained for the max |F| is 3.36 eV/A. As for the total energy: -403.1094 Eh. For the energy relative to the best compared isomer or geometry (same formula, charge and spin), the calculation gives 0.0 kcal/mol. As for the highest occupied orbital energy: -0.342 Ha. As for the orbital gap: 10.1 eV.


(3)
Molecular formula: C19H51BF3I2O20P5
Method: DFT, ωB97M-V with the def2-TZVPD basis set

Atoms and positions in Å:
C (1.66359, -6.33964, 9.73061)
C (2.83290, -5.56575, 9.10057)
I (4.06485, -6.95874, 8.04154)
C (2.28027, -4.41544, 8.22839)
I (3.42368, -3.93123, 6.49636)
B (2.16438, -3.01326, 8.92070)
C (2.32834, -2.75896, 10.50524)
F (2.13932, -3.82317, 11.30877)
F (3.56734, -2.30384, 10.77991)
F (1.46525, -1.83951, 10.93010)
H (1.97011, -6.83909, 10.65840)
H (1.26533, -7.10175, 9.04561)
H (0.83979, -5.64813, 9.97164)
H (3.49130, -5.18245, 9.88351)
H (1.29553, -4.72495, 7.84298)
H (1.94144, -2.03006, 8.30244)
C (-1.49816, -3.58033, 1.06799)
O (-0.49913, -4.55468, 1.42494)
P (1.01097, -4.11127, 1.54716)
O (1.21708, -2.68492, 1.83497)
O (1.75432, -4.61071, 0.23501)
C (1.50562, -3.91676, -0.99740)
O (1.52427, -5.15287, 2.61025)
C (2.91544, -5.13434, 2.96060)
H (-1.57132, -3.48459, -0.01438)
H (-2.44568, -3.93868, 1.45930)
H (-1.25429, -2.61630, 1.50986)
H (1.29470, -2.86130, -0.81743)
H (0.66794, -4.38354, -1.51415)
H (2.40424, -4.00502, -1.60226)
H (3.23272, -4.11591, 3.18683)
H (3.51318, -5.53878, 2.14437)
H (3.01869, -5.76158, 3.84146)
C (-4.42543, -0.09334, -2.37385)
O (-5.23941, -0.16875, -1.18775)
P (-5.49390, -1.57304, -0.50912)
O (-4.49262, -2.59303, -0.85050)
O (-6.99220, -1.99787, -0.82115)
C (-7.32180, -2.42230, -2.14958)
O (-5.61631, -1.13720, 0.99990)
C (-5.91787, -2.14239, 1.97819)
H (-5.04750, -0.23886, -3.25657)
H (-3.99734, 0.90582, -2.39285)
H (-3.63029, -0.83372, -2.33635)
H (-6.47080, -2.91472, -2.62156)
H (-7.63682, -1.56143, -2.73877)
H (-8.14332, -3.12880, -2.06586)
H (-5.26160, -3.00330, 1.85162)
H (-6.95893, -2.44993, 1.88876)
H (-5.74685, -1.68369, 2.94770)
C (0.17870, 0.52987, 0.97079)
O (0.03441, 1.78615, 0.27660)
P (0.11903, 1.83617, -1.29442)
O (-0.16876, 0.56853, -1.98190)
O (1.54093, 2.44996, -1.66254)
C (2.70481, 1.63872, -1.46756)
O (-0.83279, 3.05291, -1.59373)
C (-0.96421, 3.50267, -2.95176)
H (1.22830, 0.31452, 1.14413)
H (-0.33017, 0.64268, 1.92360)
H (-0.27158, -0.27313, 0.39237)
H (2.47195, 0.58281, -1.61361)
H (3.09915, 1.80242, -0.46490)
H (3.43989, 1.94688, -2.20777)
H (-1.16236, 2.65791, -3.61156)
H (-0.06011, 4.02306, -3.26374)
H (-1.80102, 4.19528, -2.96622)
C (6.48287, -1.97015, -6.77149)
O (5.27416, -1.74681, -6.03228)
P (4.72462, -0.27753, -5.83112)
O (5.24076, 0.70656, -6.78881)
O (4.99252, 0.10840, -4.30806)
C (6.33180, 0.41884, -3.91079)
O (3.17967, -0.56412, -5.80393)
C (2.29172, 0.53756, -5.55289)
H (7.34599, -1.87214, -6.11315)
H (6.42819, -2.98685, -7.15090)
H (6.56034, -1.26071, -7.59288)
H (6.88324, 0.87919, -4.73147)
H (6.83413, -0.48977, -3.57833)
H (6.26917, 1.12322, -3.08485)
H (2.53375, 1.37845, -6.20223)
H (2.35681, 0.83306, -4.50649)
H (1.28815, 0.18271, -5.76721)
C (-5.00501, 7.05122, -2.87883)
O (-4.42504, 8.35851, -2.77487)
P (-2.85521, 8.54126, -2.80833)
O (-2.11981, 7.41837, -3.40223)
O (-2.39663, 8.89787, -1.32901)
C (-2.36801, 7.85529, -0.34659)
O (-2.75870, 9.94741, -3.50648)
C (-1.46008, 10.53801, -3.67462)
H (-5.05350, 6.58519, -1.89481)
H (-6.01067, 7.19035, -3.26594)
H (-4.42011, 6.43122, -3.55544)
H (-2.13016, 6.89487, -0.80536)
H (-3.33174, 7.80672, 0.15996)
H (-1.59117, 8.11027, 0.36925)
H (-0.77050, 9.81642, -4.11143)
H (-1.08348, 10.88519, -2.71362)
H (-1.59525, 11.37862, -4.34868)

Atomic forces in eV per Å
-0.2 0.0 0.1
-0.3 0.0 0.1
0.1 -0.5 0.2
-0.2 -0.2 0.4
0.1 0.5 -0.3
-0.1 -0.2 0.0
0.3 -0.3 -0.2
-0.1 -0.4 0.1
0.4 0.1 -0.1
-0.5 0.6 0.1
0.0 0.1 -0.3
0.1 0.3 0.1
0.3 -0.2 0.0
-0.1 0.0 -0.3
0.3 0.2 -0.1
-0.2 0.0 0.0
-0.1 0.1 0.0
0.0 0.0 -0.1
0.0 0.1 0.0
0.0 0.0 0.0
-0.1 0.0 0.0
0.1 0.1 0.0
0.0 0.0 0.0
0.0 0.0 0.0
0.0 0.0 0.0
0.0 0.0 0.0
0.0 0.0 0.0
0.0 0.0 0.0
0.0 0.0 0.0
0.0 0.0 0.0
0.0 0.0 0.0
0.0 0.0 0.0
0.0 0.0 0.0
0.1 0.1 0.1
-0.2 -0.1 -0.1
0.3 0.0 0.1
-0.2 0.0 0.1
0.0 0.1 -0.1
0.0 -0.1 0.0
0.0 0.0 -0.1
0.0 0.0 0.0
0.0 0.0 0.0
0.0 0.0 0.0
0.0 0.0 0.0
0.0 0.0 0.0
0.0 0.0 0.0
0.0 0.0 0.0
0.0 0.0 0.0
0.0 0.0 0.0
0.0 0.0 0.0
-0.1 0.0 0.0
0.1 0.0 0.1
-0.1 -0.1 -0.2
0.1 0.1 0.1
0.0 0.0 0.0
0.0 0.0 -0.1
0.0 0.0 0.0
-0.1 0.1 0.0
0.1 0.0 0.0
0.0 0.0 0.0
0.0 0.0 0.0
0.0 0.0 0.0
0.0 0.0 0.0
0.0 0.0 0.0
0.0 0.0 0.0
0.0 0.0 0.0
0.0 0.0 0.0
-0.1 0.0 -0.1
0.0 0.0 0.1
0.0 0.0 -0.1
0.0 -0.1 0.1
0.0 -0.1 0.0
0.0 0.1 0.0
0.0 0.0 0.0
-0.1 0.0 0.0
0.0 0.0 0.0
0.0 0.0 0.0
0.0 0.0 0.0
0.0 0.0 0.0
0.0 0.0 0.0
0.0 0.0 0.0
0.0 0.0 0.0
0.0 0.0 0.0
0.0 0.0 0.0
0.0 0.0 -0.1
0.0 0.0 0.1
0.0 -0.1 0.0
-0.1 0.0 0.0
-0.1 0.0 0.0
0.1 0.0 0.0
0.0 0.0 0.0
0.0 0.0 0.0
0.0 0.0 0.0
0.0 0.0 0.0
0.0 0.0 0.0
0.0 0.0 0.0
0.0 0.0 0.0
0.0 0.0 0.0
0.0 0.0 0.0
0.0 0.0 0.0
0.0 0.0 0.0

The value obtained for the max |F| is 0.81 eV/A. As for the total energy: -4886.4176 Eh. For the energy relative to the best compared isomer or geometry (same formula, charge and spin), the calculation gives 0.0 kcal/mol. As for the highest occupied orbital energy: -0.329 Ha. As for the orbital gap: 8.2 eV.


(4)
Molecular formula: ClH2O
Method: DFT, ωB97M-V with the def2-TZVPD basis set

Atoms and positions in Å:
O (0.99889, 0.31967, -0.69281)
H (0.09467, 0.08703, -0.38215)
H (1.55112, 0.30993, 0.12156)
Cl (-2.64468, -0.71663, 0.95339)

Atomic forces in eV per Å
0.1 -0.1 1.0
0.5 0.1 -0.1
-0.8 0.0 -0.9
0.2 0.1 -0.1

The value obtained for the max |F| is 1.18 eV/A. As for the total energy: -536.7072 Eh. The total charge is -1. For the energy relative to the best compared isomer or geometry (same formula, charge and spin), the calculation gives 5.5 kcal/mol. As for the highest occupied orbital energy: -0.136 Ha. As for the orbital gap: 8.0 eV.